[1]
C35H30CoN5P | the ωB97M-V functional and the def2-TZVPD basis

```
72
Properties=species:S:1:pos:R:3:forces:R:3:lowdin_charge:R:1
Co 0.771 0.917 0.942 6.3 -5.6 -0.2 0.266
C 1.429 -4.551 1.058 -0.1 0.0 0.2 -0.093
C 2.385 -3.580 0.791 -0.2 0.6 0.2 -0.059
C 2.157 -2.254 1.174 0.3 -0.2 -0.3 -0.014
C 0.982 -1.856 1.835 0.9 -2.7 -0.5 -0.342
C 0.017 -2.852 2.052 -0.2 -0.3 0.4 -0.033
C 0.242 -4.186 1.688 0.3 0.6 0.3 -0.082
N 0.829 -0.537 2.093 -1.3 -0.4 2.2 -0.041
C 0.240 -0.057 3.213 -0.5 0.1 1.9 -0.228
C 0.013 -0.750 4.416 -0.3 -0.2 0.7 0.014
C -0.588 -0.133 5.519 0.3 -0.4 -0.7 -0.055
C -0.955 1.208 5.460 0.1 0.1 -0.4 -0.058
C -0.697 1.934 4.300 0.1 -0.4 -0.3 0.012
C -0.103 1.314 3.191 -0.4 0.5 2.5 -0.185
N 0.283 2.066 2.067 3.0 -0.1 7.3 -0.062
N -0.685 2.303 1.314 -0.8 7.5 -4.3 -0.069
C -0.183 2.748 0.083 3.0 5.0 -1.1 -0.298
C -0.742 3.863 -0.530 3.7 3.4 1.2 -0.086
C -0.222 4.296 -1.748 2.5 1.0 -0.2 -0.049
C 0.832 3.593 -2.321 -0.4 0.6 0.6 -0.003
C 1.321 2.483 -1.650 -0.3 1.9 -0.2 -0.102
N 0.839 2.051 -0.470 -7.2 9.5 -3.0 -0.100
H 1.599 -5.580 0.762 0.0 0.1 0.0 0.113
H 3.306 -3.834 0.278 -0.1 0.0 0.1 0.113
H 2.904 -1.496 0.942 -0.1 -0.2 0.1 0.107
H -0.936 -2.579 2.499 0.1 0.0 0.0 0.126
H -0.524 -4.927 1.886 0.0 0.1 0.0 0.118
H 0.330 -1.786 4.506 -0.1 0.2 -0.1 0.119
H -0.749 -0.707 6.425 0.0 0.1 -0.1 0.113
H -1.410 1.690 6.317 0.0 0.0 -0.1 0.113
H -0.934 2.991 4.249 0.1 0.0 -0.1 0.121
H -1.561 4.386 -0.051 3.0 1.9 0.5 0.134
H -0.634 5.170 -2.240 0.1 0.0 0.1 0.143
H 1.264 3.897 -3.266 0.0 -0.1 0.1 0.126
H 2.138 1.891 -2.049 -1.0 2.0 -0.5 0.085
N 2.253 1.025 -0.181 12.2 -1.3 5.4 -0.125
C 2.235 0.390 -1.411 1.1 -4.0 -1.0 -0.375
C 3.299 0.498 -2.306 0.5 -1.3 -0.6 -0.038
C 3.266 -0.196 -3.515 0.0 0.2 0.4 -0.045
C 2.177 -1.008 -3.824 -0.3 0.0 0.2 -0.056
C 1.117 -1.139 -2.922 0.5 0.2 -0.2 -0.043
C 1.132 -0.453 -1.699 0.2 0.3 0.0 -0.213
P -0.204 -0.555 -0.422 -0.8 -0.3 -2.6 1.187
C -1.327 -1.844 -1.058 -0.5 -0.7 -0.2 -0.318
C -2.602 -1.590 -1.584 -0.2 0.0 -0.1 -0.069
C -3.415 -2.632 -2.042 0.3 0.1 0.2 -0.068
C -2.973 -3.950 -1.972 0.0 0.1 0.0 -0.073
C -1.719 -4.228 -1.438 0.2 0.4 0.1 -0.062
C -0.908 -3.186 -0.980 0.0 0.0 -0.2 -0.102
C -1.109 1.010 -0.682 -2.4 -2.1 -4.2 -0.302
C -1.760 1.588 0.420 -2.2 -2.5 2.5 -0.215
C -2.469 2.786 0.293 -6.8 -0.8 -1.6 -0.042
C -2.538 3.426 -0.941 -4.2 -2.7 0.6 -0.123
C -1.900 2.869 -2.046 -1.3 -2.4 -1.6 -0.071
C -1.190 1.671 -1.917 -1.8 -1.4 -0.5 -0.045
H 2.667 2.100 -0.095 -1.2 -3.4 -1.2 0.239
H 3.079 0.781 0.516 -1.2 -1.3 -2.1 0.156
H 4.154 1.124 -2.073 -0.1 0.0 0.1 0.136
H 4.091 -0.103 -4.217 -0.1 0.0 0.1 0.116
H 2.150 -1.546 -4.768 0.0 0.1 0.2 0.112
H 0.283 -1.776 -3.199 0.0 0.1 0.2 0.112
H -2.994 -0.579 -1.649 0.2 -0.1 0.0 0.100
H -4.399 -2.409 -2.449 0.2 0.0 0.1 0.110
H -3.607 -4.758 -2.327 0.1 0.1 0.0 0.110
H -1.370 -5.255 -1.372 0.0 0.2 0.0 0.111
H 0.067 -3.432 -0.563 -0.3 0.2 -0.3 0.076
H -1.715 1.109 1.396 -3.0 -2.5 -0.4 0.170
H -2.962 3.218 1.159 0.2 -0.1 -0.1 0.158
H -3.087 4.359 -1.042 0.0 -0.1 0.0 0.162
H -1.948 3.366 -3.011 -0.1 -0.1 0.2 0.150
H -0.704 1.262 -2.799 -0.1 -0.1 0.2 0.136
H 1.976 0.917 1.987 0.1 0.9 -0.3 0.179
```
Positions in Å, forces in eV/Å.

LUMO (spin up / spin down), hartree: -0.0973 / -0.1676
Frontier orbital gap (spin up / spin down), eV: 6.378 / 5.321
<S²>: 6.126
Net charge: +1
Spin multiplicity: 5

***

[2]
C35H30GeN6O2SY | the ωB97M-V functional and the def2-TZVPD basis

```
76
Properties=species:S:1:pos:R:3:forces:R:3:lowdin_charge:R:1
Y -0.573 -1.171 0.190 0.1 -0.5 -0.1 1.301
O 4.563 1.973 3.360 0.0 0.2 0.0 -0.009
C 4.749 0.753 3.213 0.1 0.0 0.0 -0.675
O 5.740 0.029 3.227 0.1 -0.1 0.0 0.034
C 3.437 0.032 2.847 -0.2 -0.1 -0.1 -0.043
C 2.207 0.595 3.163 -0.1 0.1 0.0 0.063
C 1.067 0.085 2.587 0.1 -0.1 0.0 -0.201
N 1.119 -0.960 1.734 -0.1 0.0 -0.1 0.010
C 2.296 -1.575 1.501 0.0 0.1 0.0 -0.186
C 3.470 -1.111 2.056 0.0 -0.1 0.0 0.086
C 2.221 -2.744 0.592 0.2 -0.1 0.0 -0.191
C 3.229 -3.696 0.530 0.0 0.1 0.0 0.036
C 3.077 -4.783 -0.312 -0.1 0.0 0.0 0.003
C 1.924 -4.892 -1.079 0.1 0.0 0.0 -0.019
C 0.973 -3.901 -0.974 0.0 0.0 0.1 -0.145
N 1.104 -2.848 -0.154 0.0 0.0 0.1 -0.016
C -0.284 0.666 2.770 0.1 0.1 0.1 -0.193
C -0.518 1.795 3.545 0.0 -0.1 0.0 0.039
C -1.814 2.262 3.678 -0.1 0.0 0.0 0.004
C -2.855 1.585 3.049 0.1 0.0 0.1 -0.023
C -2.541 0.481 2.287 -0.1 0.1 -0.1 -0.128
N -1.286 0.041 2.121 0.0 0.2 -0.1 -0.023
H 2.213 1.481 3.785 0.0 0.0 0.0 0.132
H 4.442 -1.555 1.878 0.0 0.0 0.0 0.134
H 4.108 -3.599 1.152 0.0 0.0 0.0 0.131
H 3.845 -5.543 -0.360 0.0 0.0 0.0 0.131
H 1.764 -5.728 -1.744 0.0 0.0 0.0 0.124
H 0.059 -3.953 -1.552 0.0 0.0 0.0 0.109
H 0.299 2.299 4.039 0.0 0.0 0.0 0.129
H -2.013 3.140 4.278 0.0 0.0 0.0 0.131
H -3.883 1.899 3.158 0.0 0.0 0.0 0.122
H -3.319 -0.089 1.790 0.0 0.0 0.0 0.107
N -2.856 -1.072 -1.084 -0.3 0.2 0.0 -0.004
N -3.846 -2.032 -0.803 0.1 -0.1 0.1 -0.046
C -3.625 -3.051 0.055 0.0 0.1 0.0 -0.806
N -4.617 -3.912 0.228 0.0 0.0 0.0 0.141
S -2.171 -3.271 0.910 -0.1 0.0 -0.1 0.685
H -3.237 -0.141 -0.884 0.0 0.0 0.0 0.084
H -2.701 -1.067 -2.092 0.0 0.0 0.0 0.098
H -4.728 -1.945 -1.288 0.0 0.0 0.0 0.169
H -5.503 -3.843 -0.250 0.0 0.0 0.0 0.135
H -4.490 -4.679 0.870 0.0 0.0 0.0 0.122
C 1.888 4.661 1.535 0.0 0.0 0.0 -0.032
C 0.727 4.981 0.841 0.0 0.0 0.0 -0.057
C 0.144 4.054 -0.008 0.0 0.0 0.0 -0.106
C 0.735 2.796 -0.168 0.1 0.1 0.0 -0.333
C 1.906 2.486 0.535 0.0 0.1 0.1 -0.118
C 2.487 3.415 1.387 0.0 -0.1 0.0 -0.037
Ge -0.072 1.493 -1.284 -0.1 0.2 0.2 1.089
C 0.973 0.122 -2.140 0.0 -0.1 0.0 -0.367
C 2.373 0.102 -2.061 0.0 -0.1 0.1 -0.077
C 3.092 -0.932 -2.639 0.0 0.0 0.0 -0.030
C 2.438 -1.955 -3.316 0.1 0.0 0.0 -0.046
C 1.056 -1.951 -3.412 0.0 0.0 0.0 -0.081
C 0.327 -0.935 -2.804 0.0 0.0 -0.2 -0.186
C -1.808 1.812 -2.040 -0.1 -0.1 -0.1 -0.350
C -2.131 1.429 -3.347 0.0 0.0 0.0 -0.118
C -3.432 1.563 -3.816 0.0 0.0 0.0 -0.059
C -4.423 2.074 -2.987 0.0 0.0 0.0 -0.057
C -4.113 2.465 -1.690 0.0 0.0 0.0 -0.067
C -2.814 2.333 -1.215 0.0 0.0 0.0 -0.144
H 2.341 5.392 2.193 0.0 0.0 0.0 0.122
H 0.282 5.961 0.951 0.0 0.0 0.0 0.116
H -0.747 4.322 -0.561 0.0 0.0 0.0 0.098
H 2.375 1.514 0.427 0.0 0.0 0.0 0.085
H 3.382 3.158 1.946 0.0 0.0 0.0 0.098
H 2.903 0.910 -1.572 0.0 0.0 0.0 0.106
H 4.173 -0.925 -2.587 0.0 0.0 0.0 0.127
H 3.011 -2.743 -3.787 0.0 0.0 0.0 0.124
H 0.549 -2.726 -3.972 0.0 0.0 0.0 0.122
H -0.747 -0.904 -2.958 0.0 0.0 0.0 0.070
H -1.363 1.058 -4.015 0.0 0.0 0.0 0.106
H -3.667 1.290 -4.837 0.0 0.0 0.0 0.118
H -5.431 2.192 -3.360 0.0 0.0 0.0 0.118
H -4.879 2.890 -1.055 0.0 0.0 0.0 0.116
H -2.582 2.644 -0.202 0.0 0.0 0.0 0.097
```
Positions in Å, forces in eV/Å.

LUMO (spin up / spin down), hartree: -0.2326 / -0.2705
Frontier orbital gap (spin up / spin down), eV: 5.979 / 4.948
<S²>: 0.760
Net charge: +2
Energy above the lowest of the compared OMol25 structures with the same formula, charge and spin, kcal/mol: 0.0
Spin multiplicity: 2

***

[3]
C35H30HfN6O6Te | the ωB97M-V functional and the def2-TZVPD basis

```
79
Properties=species:S:1:pos:R:3:forces:R:3:lowdin_charge:R:1
Hf 0.670 1.369 -0.653 1.5 -0.4 0.3 1.567
O 4.860 1.623 0.514 0.1 0.0 0.1 0.108
C 3.817 1.829 -0.056 -0.3 0.0 -0.3 -0.452
N 2.916 0.886 -0.541 0.3 -0.2 0.2 -0.005
C 3.432 -0.337 -0.901 -0.2 0.1 0.0 -0.453
O 4.593 -0.650 -1.048 0.1 0.0 0.0 0.099
C 2.356 -1.353 -1.170 -0.1 0.1 0.0 -0.202
C 2.673 -2.518 -1.839 0.0 -0.1 0.0 0.020
C 1.657 -3.408 -2.142 0.1 -0.1 0.0 -0.023
C 0.369 -3.116 -1.727 -0.1 -0.1 0.0 -0.010
C 0.149 -1.945 -1.031 0.0 0.0 0.3 -0.137
N 1.113 -1.062 -0.763 0.1 0.3 -0.3 -0.009
C 3.335 3.244 -0.257 -0.1 -0.3 -0.2 -0.199
C 4.134 4.315 0.082 0.1 0.1 0.0 0.011
C 3.616 5.587 -0.078 0.0 0.1 0.0 -0.037
C 2.328 5.733 -0.576 0.1 0.1 0.0 -0.030
C 1.601 4.605 -0.900 0.0 -0.2 -0.1 -0.097
N 2.103 3.376 -0.744 -0.1 -0.1 0.3 0.036
H 3.705 -2.681 -2.117 0.0 0.0 0.0 0.124
H 1.867 -4.317 -2.690 0.0 0.0 0.0 0.115
H -0.470 -3.769 -1.932 0.0 0.0 0.0 0.114
H -0.827 -1.706 -0.654 -0.1 0.0 0.0 0.059
H 5.124 4.123 0.471 0.0 0.0 0.0 0.124
H 4.204 6.457 0.188 0.0 0.0 0.0 0.112
H 1.882 6.709 -0.711 0.0 0.0 0.0 0.111
H 0.598 4.663 -1.293 0.0 0.0 0.0 0.113
O -1.669 3.943 1.649 -0.1 0.2 0.1 0.108
C -1.154 2.931 1.250 0.2 -0.3 -0.5 -0.598
O -0.401 2.852 0.175 -0.6 0.5 0.8 -0.310
C -1.304 1.631 2.025 0.0 0.2 0.0 -0.231
C -2.181 1.640 3.126 0.0 0.1 0.0 0.027
C -2.283 0.519 3.884 -0.1 0.0 0.1 0.013
C -1.480 -0.597 3.575 -0.1 -0.2 0.1 -0.156
C -1.517 -1.787 4.348 -0.1 0.1 0.0 -0.028
C -0.710 -2.841 4.046 0.1 0.0 -0.1 -0.071
C 0.190 -2.742 2.956 -0.1 -0.1 0.2 -0.060
C 0.239 -1.612 2.196 0.0 0.1 0.0 -0.037
C -0.613 -0.511 2.467 0.1 0.0 -0.2 -0.209
N -0.569 0.606 1.672 0.1 -0.1 0.0 0.093
H -2.741 2.543 3.323 0.0 0.0 0.0 0.125
H -2.956 0.475 4.733 0.0 0.0 0.0 0.123
H -2.202 -1.837 5.187 0.0 0.0 0.0 0.116
H -0.742 -3.745 4.641 0.0 0.0 0.0 0.106
H 0.845 -3.573 2.723 0.0 0.0 0.0 0.109
H 0.926 -1.537 1.373 0.0 0.0 0.0 0.076
N 2.533 0.998 2.465 0.0 -0.1 0.0 0.018
C 3.002 1.504 3.618 0.0 0.0 0.0 -0.072
C 2.512 2.785 3.717 0.0 0.0 -0.1 -0.037
C 1.758 2.964 2.543 -0.1 0.0 0.1 -0.122
N 1.778 1.872 1.791 0.1 0.2 -0.1 -0.032
H 2.774 0.119 2.035 0.0 0.0 0.0 0.151
H 3.646 0.926 4.261 0.0 0.0 0.0 0.122
H 2.683 3.494 4.509 0.0 0.0 0.0 0.098
H 1.198 3.831 2.220 0.0 0.0 0.0 0.120
O 0.296 2.694 -2.594 0.1 -0.2 -0.1 -0.158
C 0.744 1.757 -3.290 0.0 0.0 0.5 -0.498
O 1.133 0.695 -2.711 0.0 0.2 -0.6 -0.180
H 0.792 1.831 -4.378 0.0 0.0 -0.1 0.146
C -4.132 -5.005 -3.038 0.0 0.0 0.0 -0.054
C -3.647 -3.639 -2.622 0.0 0.0 0.0 -0.281
C -3.135 -2.752 -3.565 0.0 0.0 -0.1 -0.028
C -2.666 -1.492 -3.213 0.0 -0.1 0.1 -0.318
C -2.086 -0.604 -4.286 0.0 -0.1 0.0 -0.098
C -2.727 -1.090 -1.864 0.1 -0.2 -0.1 -0.532
Te -2.073 0.855 -1.377 -0.8 0.3 0.0 1.108
C -3.232 -1.969 -0.896 -0.1 -0.1 -0.2 -0.327
C -3.292 -1.652 0.579 -0.1 0.0 0.0 -0.077
C -3.680 -3.231 -1.299 0.0 0.0 0.1 -0.027
H -4.717 -4.951 -3.958 0.0 0.0 0.0 0.077
H -4.756 -5.454 -2.266 0.0 0.0 0.0 0.073
H -3.296 -5.684 -3.225 0.0 0.0 0.0 0.078
H -3.096 -3.051 -4.609 0.0 0.0 0.0 0.115
H -2.089 -1.115 -5.250 0.0 0.0 0.0 0.074
H -1.058 -0.324 -4.040 0.0 -0.1 0.0 0.048
H -2.647 0.327 -4.380 0.0 0.0 0.0 0.065
H -3.155 -0.590 0.767 0.0 0.0 0.0 0.012
H -2.518 -2.199 1.127 0.0 0.0 0.0 0.077
H -4.256 -1.957 0.995 0.0 0.0 0.0 0.086
H -4.072 -3.908 -0.544 0.0 0.0 0.0 0.117
```
Positions in Å, forces in eV/Å.

LUMO, hartree: -0.0177
Frontier orbital gap, eV: 6.403
Net charge: 0
Energy above the lowest of the compared OMol25 structures with the same formula, charge and spin, kcal/mol: 18.5